Entry 1:
Molecular formula: C5H20F4HfN10O5
Method: DFT, ωB97M-V with the def2-TZVPD basis set

Geometry (Å):
Hf1 -11.130 13.864 8.853
F1 -9.798 15.821 8.766
F2 -12.828 15.151 9.799
F3 -11.853 12.328 10.583
F4 -9.139 12.825 9.329
C1 -9.203 13.239 6.014
O1 -9.953 13.669 6.848
N1 -8.229 12.320 6.206
N2 -9.042 13.745 4.819
H1 -7.536 12.302 5.471
H2 -8.305 11.750 7.036
H3 -8.238 13.439 4.290
H4 -9.311 14.718 4.860
C2 -12.326 16.062 6.514
O2 -12.073 14.972 7.020
N3 -13.502 16.604 6.362
N4 -11.415 16.932 6.239
H5 -14.341 16.052 6.471
H6 -13.568 17.579 6.107
H7 -10.444 16.713 6.066
H8 -11.798 17.865 6.184
C3 -11.662 10.522 7.640
O3 -11.395 11.744 7.636
N5 -12.282 9.924 8.594
N6 -11.253 9.765 6.710
H9 -12.783 10.418 9.318
H10 -12.401 8.931 8.453
H11 -11.575 8.813 6.604
H12 -10.607 10.229 6.087
C4 -14.620 12.974 7.876
O4 -13.468 13.211 8.116
N7 -14.979 11.954 7.129
N8 -15.597 13.688 8.202
H13 -15.951 11.729 7.282
H14 -14.378 11.192 6.850
H15 -16.505 13.573 7.776
H16 -15.300 14.565 8.606
C5 -10.432 15.381 12.103
O5 -10.329 14.587 11.173
N9 -9.410 16.053 12.618
N10 -11.416 15.577 12.831
H17 -8.526 16.012 12.130
H18 -9.415 16.161 13.622
H19 -11.328 16.337 13.490
H20 -12.250 15.465 12.273

Calculated values
Max |F|, eV/Å: 8.46
HOMO, Eh: -0.30557
Relative energy (zero: lowest compared OMol25 entry of this formula, charge and spin), eV: 4.795
E, Eh: -1574.03561
Total charge: 0
Kohn-Sham gap, eV: 8.6
Molecular weight, Da: 554.76

Entry 2:
Molecular formula: C23H16MnN3O3SSe4
Method: DFT, ωB97M-V with the def2-TZVPD basis set

Geometry (Å):
Mn1 -1.902 -0.327 0.351
O1 -6.397 4.936 -1.140
N1 -5.211 5.285 -0.927
O2 -4.862 6.482 -1.009
C1 -4.242 4.332 -0.620
C2 -2.942 4.794 -0.375
C3 -1.920 3.920 0.006
C4 -0.591 4.327 0.300
C5 0.332 3.404 0.707
C6 -0.034 2.055 0.824
N2 -1.262 1.644 0.536
C7 -2.180 2.540 0.130
C8 -3.495 2.038 -0.180
N3 -3.640 0.698 -0.078
C9 -4.839 0.161 -0.280
C10 -5.929 0.938 -0.637
C11 -5.789 2.302 -0.783
C12 -4.543 2.912 -0.537
H1 -2.751 5.851 -0.467
H2 -0.327 5.373 0.199
H3 1.349 3.695 0.934
H4 0.661 1.291 1.141
H5 -4.914 -0.912 -0.165
H6 -6.884 0.461 -0.808
H7 -6.617 2.925 -1.072
Se1 -2.359 -2.426 -0.384
Se2 -4.208 -3.549 -0.794
Se3 -1.893 -5.897 0.242
Se4 -0.851 -3.981 0.521
C13 -2.022 -0.891 1.962
H8 -1.974 -1.901 2.386
H9 -2.090 -0.090 2.714
C14 8.572 -4.369 0.511
C15 7.219 -3.696 0.530
O3 6.578 -3.528 1.529
S1 6.692 -3.205 -1.103
C16 5.051 -2.621 -0.798
C17 3.968 -3.344 -1.285
C18 2.678 -2.897 -1.069
C19 2.439 -1.725 -0.343
C20 3.540 -1.010 0.142
C21 4.830 -1.446 -0.090
C22 1.105 -1.286 -0.094
C23 -0.035 -0.911 0.125
H10 9.074 -4.178 1.457
H11 9.183 -4.029 -0.323
H12 8.414 -5.443 0.406
H13 4.140 -4.260 -1.836
H14 1.835 -3.459 -1.448
H15 3.368 -0.102 0.705
H16 5.672 -0.879 0.285

Calculated values
2S+1: 2
Max |F|, eV/Å: 0.77
HOMO (spin up / spin down), Eh: -0.12431 / -0.17757
Relative energy (zero: lowest compared OMol25 entry of this formula, charge and spin), eV: 3.409
E, Eh: -12430.79410
Expectation value of S²: 0.78
Total charge: -1
Kohn-Sham gap (spin up / spin down), eV: 3.4 / 4.9
Molecular weight, Da: 785.24